Model one:
Formula: C28H39ClF15N2O16P2S
Source: OMol25
Level of theory: ωB97M-V/def2-TZVPD

Last column: Löwdin charge in e.
Geometry (Å):
C1 -4.417 4.572 2.811  0.0114
C2 -3.824 4.772 4.178  -0.5342
O1 -4.439 4.700 5.197  0.1338
O2 -2.489 5.106 4.087  0.0339
C3 -1.561 4.431 4.911  -0.5534
O3 -1.737 4.287 6.084  0.1101
C4 -0.353 4.029 4.145  -0.2152
P1 -0.387 2.409 3.034  0.4574
N1 0.794 1.510 4.034  -0.1753
C5 0.987 3.109 1.931  -0.2965
C6 0.541 4.062 0.812  -0.1495
C7 -0.396 3.426 -0.171  -0.5297
O4 -0.176 2.388 -0.729  0.0913
O5 -1.545 4.143 -0.409  0.0654
N2 -0.496 0.945 1.727  -0.0866
C8 0.181 -0.025 1.811  -0.9409
S1 1.211 -1.253 1.713  0.5227
P2 -2.232 1.593 4.094  0.4883
O6 -2.845 0.525 2.980  -0.4622
Cl1 -1.704 0.236 5.553  0.1785
H1 -3.916 3.729 2.336  0.0548
H2 -5.478 4.361 2.920  0.0846
H3 -4.291 5.467 2.201  0.0893
H4 0.483 4.033 4.840  0.0863
H5 -0.169 4.832 3.426  0.0745
H6 -1.436 3.062 2.236  0.0043
H7 1.754 1.692 3.758  0.0174
H8 0.728 1.764 5.013  0.0073
H9 1.591 2.311 1.498  0.0724
H10 1.658 3.687 2.574  0.0769
H11 1.433 4.343 0.241  0.1237
H12 0.137 4.991 1.213  0.1064
H13 -2.273 3.506 -0.427  0.1128
H14 -3.395 1.030 2.369  0.0309
C9 6.888 -1.560 3.209  -0.0528
C10 6.550 -1.316 1.755  -0.2022
O7 5.737 -0.134 1.607  0.0416
C11 6.390 1.015 1.559  -0.3993
O8 7.575 1.176 1.616  0.1611
C12 5.399 2.180 1.350  -0.5450
F1 4.345 2.088 2.161  0.1680
F2 4.965 2.177 0.082  0.1669
F3 5.999 3.348 1.580  0.1644
H15 5.977 -1.617 3.806  0.0866
H16 7.435 -2.497 3.312  0.0812
H17 7.503 -0.754 3.608  0.0780
H18 5.945 -2.127 1.358  0.1246
H19 7.443 -1.223 1.143  0.1080
C13 -3.566 -2.099 1.490  -0.0494
C14 -3.179 -2.283 0.043  -0.1733
O9 -3.908 -3.385 -0.567  0.0444
C15 -5.115 -3.114 -1.008  -0.4094
O10 -5.695 -2.066 -0.980  0.1532
C16 -5.733 -4.377 -1.646  -0.5400
F4 -5.523 -5.467 -0.903  0.1673
F5 -5.201 -4.588 -2.858  0.1658
F6 -7.053 -4.225 -1.795  0.1537
H20 -3.418 -3.026 2.046  0.0890
H21 -2.952 -1.319 1.938  0.0513
H22 -4.615 -1.814 1.588  0.0814
H23 -2.130 -2.556 -0.047  0.1235
H24 -3.345 -1.379 -0.541  0.1246
C17 -8.939 -1.298 -0.363  -0.0567
C18 -9.113 -1.358 -1.862  -0.1892
O11 -10.133 -0.431 -2.310  0.0315
C19 -9.751 0.823 -2.484  -0.4076
O12 -8.662 1.285 -2.318  0.1749
C20 -10.945 1.655 -3.001  -0.5457
F7 -12.070 1.373 -2.334  0.1616
F8 -11.156 1.390 -4.300  0.1600
F9 -10.700 2.956 -2.877  0.1703
H25 -9.889 -1.471 0.145  0.0825
H26 -8.225 -2.058 -0.051  0.0677
H27 -8.562 -0.325 -0.050  0.0840
H28 -9.470 -2.336 -2.175  0.1237
H29 -8.177 -1.156 -2.379  0.1218
C21 11.320 -2.347 -4.146  -0.0600
C22 11.078 -2.976 -2.792  -0.1961
O13 9.839 -2.511 -2.219  0.0318
C23 8.741 -3.135 -2.623  -0.3986
O14 8.669 -4.037 -3.403  0.1727
C24 7.516 -2.547 -1.891  -0.5419
F10 7.569 -1.212 -1.846  0.1702
F11 7.488 -3.003 -0.627  0.1551
F12 6.391 -2.906 -2.493  0.1859
H30 11.295 -1.260 -4.071  0.0838
H31 12.294 -2.650 -4.528  0.0813
H32 10.558 -2.655 -4.861  0.0794
H33 11.845 -2.679 -2.080  0.1246
H34 11.067 -4.063 -2.849  0.1240
C25 -0.241 -0.239 -2.508  -0.0528
C26 1.181 -0.497 -2.938  -0.1742
O15 1.402 -1.901 -3.236  0.0382
C27 1.061 -2.307 -4.442  -0.4142
O16 0.598 -1.657 -5.335  0.1593
C28 1.396 -3.806 -4.594  -0.5446
F13 1.030 -4.510 -3.519  0.1662
F14 2.719 -3.964 -4.764  0.1580
F15 0.779 -4.320 -5.658  0.1626
H35 -0.494 -0.866 -1.652  0.0747
H36 -0.350 0.802 -2.215  0.0519
H37 -0.945 -0.459 -3.313  0.0798
H38 1.872 -0.270 -2.130  0.1266
H39 1.457 0.099 -3.807  0.1236

As for the LUMO energy: 1.7727 eV. The frontier orbital gap is 6.819 eV. The net charge is -1. Its HOMO energy is -5.046 eV.

Model two:
Formula: C28H39ClF15N2O16P2S
Source: OMol25
Level of theory: ωB97M-V/def2-TZVPD

Last column: Löwdin charge in e.
Geometry (Å):
C1 -4.213 5.043 0.310  -0.0026
C2 -5.449 4.229 0.957  -0.4251
O1 -6.519 4.221 0.325  0.0670
O2 -5.202 3.637 2.228  0.0133
C3 -5.573 2.252 2.285  -0.4494
O3 -6.729 1.831 2.001  0.0208
C4 -4.462 1.239 2.821  -0.2386
P1 -3.153 0.672 1.539  0.3021
N1 -3.664 -1.053 1.638  -0.2202
C5 -1.925 0.318 2.963  -0.3078
C6 -1.080 1.588 3.465  -0.1416
C7 -0.151 2.255 2.364  -0.3856
O4 0.669 1.644 1.636  0.0294
O5 -0.294 3.687 2.207  -0.0040
N2 -1.796 0.298 0.375  -0.1479
C8 -1.794 -0.951 0.060  -0.7803
S1 -1.285 -2.553 -0.059  0.4705
P2 -4.444 1.064 -0.200  0.5531
O6 -3.371 1.387 -1.532  -0.4616
Cl1 -5.527 -0.637 -0.827  0.1491
H1 -3.385 4.287 0.096  0.0568
H2 -4.544 5.514 -0.677  0.0886
H3 -3.875 5.902 0.996  0.0919
H4 -4.965 0.379 3.403  0.1031
H5 -3.884 1.828 3.634  0.0853
H6 -2.730 2.076 1.446  0.0199
H7 -3.188 -1.542 2.422  0.0284
H8 -4.666 -1.154 1.851  0.0163
H9 -1.187 -0.539 2.734  0.0906
H10 -2.534 -0.039 3.881  0.0900
H11 -0.370 1.202 4.293  0.1245
H12 -1.772 2.335 3.998  0.1105
H13 -0.489 3.826 1.248  0.1103
H14 -3.074 2.327 -1.450  0.0374
C9 -1.221 -7.316 3.449  -0.0544
C10 0.071 -6.539 3.285  -0.2173
O7 -0.128 -5.156 3.616  0.0308
C11 -0.055 -4.846 4.927  -0.3654
O8 0.158 -5.643 5.804  0.1591
C12 -0.237 -3.346 5.123  -0.5159
F1 -1.241 -2.852 4.376  0.1521
F2 0.872 -2.658 4.781  0.1586
F3 -0.513 -3.013 6.398  0.1540
H15 -2.022 -6.856 2.864  0.0866
H16 -1.093 -8.350 3.123  0.0813
H17 -1.548 -7.318 4.492  0.0773
H18 0.387 -6.570 2.241  0.1243
H19 0.878 -6.971 3.879  0.1058
C13 -1.797 1.121 -4.059  -0.0554
C14 -0.292 1.301 -4.065  -0.1911
O9 0.192 1.484 -5.408  0.0271
C15 0.120 2.735 -5.896  -0.3716
O10 -0.317 3.678 -5.288  0.1506
C16 0.708 2.792 -7.304  -0.5108
F4 0.311 1.758 -8.074  0.1537
F5 2.057 2.759 -7.285  0.1561
F6 0.361 3.913 -7.966  0.1454
H20 -2.088 0.302 -4.723  0.0882
H21 -2.155 0.904 -3.051  0.0480
H22 -2.302 2.020 -4.421  0.0798
H23 0.187 0.399 -3.678  0.1280
H24 0.016 2.130 -3.422  0.1254
C17 -2.265 6.355 -6.222  -0.0585
C18 -0.972 7.123 -6.406  -0.2025
O11 -1.165 8.516 -6.107  0.0192
C19 -1.089 8.858 -4.805  -0.3721
O12 -0.880 8.081 -3.911  0.1697
C20 -1.263 10.366 -4.640  -0.5139
F7 -2.266 10.857 -5.398  0.1504
F8 -0.150 11.040 -4.996  0.1530
F9 -1.537 10.720 -3.372  0.1566
H25 -3.067 6.803 -6.815  0.0821
H26 -2.141 5.314 -6.524  0.0694
H27 -2.591 6.378 -5.179  0.0825
H28 -0.657 7.067 -7.450  0.1255
H29 -0.165 6.701 -5.803  0.1230
C21 6.960 -8.935 5.172  -0.0630
C22 5.672 -9.568 4.684  -0.2079
O13 4.730 -8.558 4.293  0.0220
C23 4.871 -8.070 3.043  -0.3652
O14 5.721 -8.426 2.269  0.1680
C24 3.780 -7.045 2.745  -0.5050
F10 3.578 -6.191 3.770  0.1593
F11 2.591 -7.636 2.500  0.1416
F12 4.059 -6.286 1.673  0.1694
H30 6.756 -8.220 5.973  0.0839
H31 7.647 -9.697 5.544  0.0814
H32 7.455 -8.383 4.370  0.0788
H33 5.208 -10.132 5.497  0.1253
H34 5.853 -10.271 3.867  0.1250
C25 2.825 0.919 -0.410  -0.0578
C26 3.719 -0.136 0.209  -0.1918
O15 4.362 -0.919 -0.813  0.0236
C27 5.483 -0.394 -1.342  -0.3769
O16 5.958 0.663 -1.016  0.1568
C28 6.082 -1.348 -2.373  -0.5138
F13 5.149 -1.879 -3.190  0.1530
F14 6.712 -2.388 -1.786  0.1514
F15 6.988 -0.751 -3.169  0.1511
H35 2.109 0.460 -1.096  0.0837
H36 2.276 1.460 0.364  0.0466
H37 3.409 1.638 -0.990  0.0771
H38 3.115 -0.828 0.801  0.1300
H39 4.456 0.306 0.884  0.1245

As for the LUMO energy: 1.7262 eV. The frontier orbital gap is 6.670 eV. The net charge is -1. Its HOMO energy is -4.943 eV.

The most stable of them is model one.

Model one:
Formula: C4H11N3O3
Source: OMol25
Level of theory: ωB97M-V/def2-TZVPD

Last column: natural (NBO) charge in e.
Geometry (Å):
C1 1.159 -0.889 1.334  -0.7133
C2 0.616 -0.827 -0.082  0.6403
N1 2.552 1.137 -0.473  -0.4737
O1 1.247 0.743 -0.721  -0.4243
O2 0.758 -1.765 -0.862  -0.6774
H1 2.628 1.500 0.476  0.3346
H2 2.751 1.895 -1.121  0.3462
H3 1.018 0.052 1.865  0.2105
H4 2.224 -1.106 1.274  0.2436
H5 0.654 -1.689 1.874  0.2314
C3 -1.778 -0.432 0.930  -0.6239
C4 -0.843 -0.039 -0.203  0.0880
N2 -1.375 -0.275 -1.527  -0.8718
O3 -0.920 2.102 -1.027  -0.4551
N3 -0.454 1.351 -0.060  0.1758
H6 -1.263 1.426 -1.718  0.4794
H7 -0.690 -0.814 -2.060  0.4230
H8 -2.252 -0.780 -1.515  0.3859
H9 -2.766 0.001 0.762  0.2159
H10 -1.857 -1.518 0.965  0.2302
H11 -1.409 -0.074 1.889  0.2346

As for the LUMO energy (alpha / beta): -0.2159 / -0.2177 eV. The frontier orbital gap (alpha / beta) is 8.408 / 8.404 eV. Its HOMO energy (alpha / beta) is -8.624 / -8.622 eV.

Model two:
Formula: C4H11N3O3
Source: OMol25
Level of theory: ωB97M-V/def2-TZVPD

Last column: natural (NBO) charge in e.
Geometry (Å):
C1 -1.752 0.545 -1.392  -0.6472
C2 -1.186 -0.130 -0.169  0.3278
N1 -1.672 -1.403 0.068  -0.8139
N2 -0.898 0.694 0.834  -0.1351
O1 -0.716 0.042 2.051  -0.5902
H1 -2.840 0.523 -1.358  0.2350
H2 -1.389 1.566 -1.458  0.2449
H3 -1.424 0.021 -2.289  0.2232
H4 -1.365 -1.833 0.926  0.4037
H5 -1.737 -2.010 -0.733  0.3896
H6 0.017 0.568 2.427  0.5041
C3 1.627 -1.437 0.302  -0.7349
C4 1.057 -0.196 -0.315  0.7797
O2 1.182 0.217 -1.434  -0.5668
O3 1.632 0.962 0.885  -0.5258
N3 1.620 2.245 0.398  -0.5014
H7 2.687 -1.286 0.483  0.2760
H8 1.491 -2.286 -0.368  0.2274
H9 1.149 -1.617 1.262  0.2441
H10 0.662 2.600 0.478  0.3294
H11 1.854 2.215 -0.599  0.3304

As for the LUMO energy (alpha / beta): 0.1093 / 0.1096 eV. Its structure (SMILES) is C/C(N)=N/O.CC(=O)ON. The frontier orbital gap (alpha / beta) is 8.396 / 8.396 eV. Its HOMO energy (alpha / beta) is -8.286 / -8.286 eV.

The most stable of them is model two.